(1)
The following is a quantum chemistry calculation of an isolated molecule of C4H3ClFN in a non-equilibrium geometry, from OMol25.

Structure (XYZ):
```
10
Properties=species:S:1:pos:R:3:nbo_charge:R:1
H -1.44 -0.97 1.30 0.388
Cl 1.76 2.14 0.02 0.044
C -0.66 -0.93 -0.65 -0.125
N -0.85 -0.58 0.73 -0.470
F 0.97 0.11 -2.33 -0.307
C 0.83 0.74 -0.04 -0.194
C 0.03 0.51 1.12 -0.070
H -0.01 0.92 2.03 0.209
H -1.21 -1.75 -1.08 0.223
C 0.57 -0.19 -1.09 0.302
```

As for the SMILES: Fc1c[nH]cc1Cl. The value obtained for the total energy is -20924.5238 eV. The value obtained for the orbital gap is 9.41 eV. The calculation puts the LUMO energy at 0.92 eV. The energy relative to the best compared isomer or geometry (same formula, charge and spin) comes out at 37.97 kcal per mole.

***

(2)
The following is a quantum chemistry calculation of a 2-piece molecular cluster, C4H3ClFNO overall in a non-equilibrium geometry, from OMol25.

Structure (XYZ):
```
11
Properties=species:S:1:pos:R:3:nbo_charge:R:1
C 2.71 -0.33 0.48 0.415
C 1.72 1.82 -0.90 0.128
H 0.18 1.48 1.32 0.238
O 2.47 -1.37 1.04 -0.494
C 0.08 0.68 0.67 -0.663
F 0.53 -0.05 -1.52 -0.306
H 0.20 -0.25 1.19 0.253
C 0.87 0.85 -0.56 0.368
Cl 4.20 0.39 0.24 0.071
N 2.45 2.66 -1.16 -0.239
H -0.99 0.67 0.19 0.228
```

The value obtained for the total energy is -22970.3390 eV. The value obtained for the orbital gap (spin up / spin down) is 8.08 / 7.75 eV. The calculation puts the LUMO energy (spin up / spin down) at -1.09 / -1.19 eV. The energy relative to the best compared isomer or geometry (same formula, charge and spin) comes out at 72.28 kcal per mole.